Record 1
The following is a quantum chemistry calculation of a structure of composition C23H23Cl36NO9S in a non-equilibrium geometry, from OMol25.

Structure (XYZ):
```
93
Properties=species:S:1:pos:R:3:forces:R:3:mulliken_charge:R:1
C 5.1737 0.0684 2.5239 0.3 1.1 0.2 -1.206
C 5.7945 1.0936 1.5533 -0.5 -1.3 0.1 0.282
C 4.9132 1.4507 0.3705 0.9 -0.2 0.1 0.293
O 5.4358 1.7231 -0.6713 -0.1 0.5 -0.6 -0.594
O 3.5556 1.4217 0.5078 0.3 0.3 0.7 -0.015
C 2.9425 2.4874 -0.1917 -1.0 0.9 -0.9 -1.049
C 1.4237 2.3353 -0.3213 0.7 -0.3 0.5 -0.996
C 0.6246 2.4011 0.9741 -1.5 0.5 0.5 2.817
C -0.0958 3.7366 1.1670 0.3 0.1 -0.4 -1.701
O 0.7495 4.8311 0.7927 -0.4 -0.2 0.2 -0.220
C 0.0482 5.9681 0.5092 -0.5 0.8 0.2 0.651
C -1.0141 6.4517 1.4806 -0.1 -0.5 0.2 -0.879
O 0.2939 6.5995 -0.4702 0.5 0.0 -0.3 -0.467
O 1.3727 2.2191 2.2311 0.0 -1.2 0.2 -0.403
S 1.1190 0.7239 2.8340 0.5 -2.0 -0.3 1.313
O 0.3511 0.6857 4.0375 -0.3 1.1 -0.9 -0.538
O 2.2760 -0.0845 2.9120 0.8 0.4 -0.6 -0.610
O 0.3209 0.1761 1.5221 -0.2 0.6 0.5 -0.571
C -0.4710 1.3203 1.1461 0.1 1.0 0.7 0.482
C -1.5310 1.1467 0.0914 0.0 -1.3 -0.1 -1.329
C -2.5830 0.1741 0.6424 -0.7 0.2 -0.3 0.181
O -2.4883 -0.3064 1.7387 0.2 0.0 0.8 -0.505
N -3.7020 -0.0896 -0.1567 1.2 -0.7 -0.8 0.073
C -4.4743 -1.2094 0.3622 -0.6 -0.2 0.7 -0.925
C -3.3006 -0.3432 -1.5639 -0.8 0.4 -0.1 -1.018
H 5.9622 -0.4675 3.0501 0.0 -0.2 -0.2 0.423
H 4.6088 0.5974 3.2892 -0.3 -0.2 -0.1 0.233
H 4.5224 -0.6036 1.9773 0.0 -0.2 0.2 0.396
H 6.6559 0.6083 1.0984 0.2 0.3 -0.2 0.313
H 6.1580 1.9864 2.0642 -0.2 0.1 -0.2 -0.156
H 3.1471 3.4601 0.2661 0.2 -0.2 0.4 0.398
H 3.3055 2.5695 -1.2159 0.3 -0.3 0.1 0.474
H 1.2294 1.4219 -0.8842 -0.2 -0.1 0.2 0.347
H 1.0971 3.1886 -0.9159 0.0 -0.1 -0.2 0.544
H -0.9992 3.7804 0.5512 0.1 -0.2 -0.2 0.577
H -0.4290 3.8077 2.1913 0.2 0.2 0.3 0.345
H -1.7061 5.6581 1.7665 0.1 0.0 0.1 0.299
H -1.6011 7.2412 1.0264 0.2 0.1 -0.2 0.337
H -0.5528 6.8470 2.3856 0.1 -0.1 0.0 0.289
H -1.0016 1.5994 2.0698 0.0 -0.2 -0.7 -0.708
H -1.1437 0.7434 -0.8456 0.1 0.2 0.0 0.554
H -2.0724 2.0654 -0.1291 0.3 0.2 0.0 0.367
H -4.9275 -0.9483 1.3173 0.1 0.1 0.1 0.329
H -5.3016 -1.4724 -0.2948 0.1 0.2 -0.3 0.438
H -3.8887 -2.1213 0.5285 0.2 0.5 -0.1 0.179
H -3.2101 0.5994 -2.1022 0.3 0.0 0.0 0.277
H -4.1160 -0.8829 -2.0401 0.0 0.0 0.0 0.401
H -2.3970 -0.9514 -1.6477 0.0 0.0 0.0 0.362
C -4.3230 -5.4863 -1.0538 -0.1 0.0 0.1 0.289
Cl -3.9460 -4.4757 -2.4565 0.0 0.0 0.0 -0.120
Cl -2.9929 -6.6090 -0.7678 0.0 0.0 0.0 -0.044
Cl -4.5406 -4.4538 0.3658 -0.1 -0.4 0.0 -0.080
Cl -5.8080 -6.3956 -1.3539 0.1 0.3 -0.1 -0.012
C -6.5594 -10.2370 0.3470 0.0 0.0 0.1 0.324
Cl -5.3938 -8.9473 0.6728 -0.1 -0.3 0.2 -0.050
Cl -7.4213 -10.6399 1.8353 0.0 0.0 0.0 -0.096
Cl -7.7170 -9.6832 -0.8731 0.0 0.0 0.0 -0.092
Cl -5.7176 -11.6715 -0.2505 -0.2 0.0 0.1 -0.102
C -1.6161 -10.3238 -2.2602 -0.1 0.0 0.0 0.322
Cl -0.5925 -8.9005 -1.9606 -0.5 0.1 -0.1 -0.145
Cl -2.0788 -10.3575 -3.9653 0.0 0.0 0.0 -0.096
Cl -0.7375 -11.8012 -1.8603 0.0 0.0 0.0 -0.102
Cl -3.0683 -10.2214 -1.2585 0.3 0.1 -0.2 0.045
C 8.2987 3.8368 4.0950 0.0 0.0 0.0 0.369
Cl 9.5743 3.7723 5.3160 0.0 0.0 0.0 -0.110
Cl 7.0435 2.6562 4.4906 0.0 0.0 0.1 -0.075
Cl 7.5931 5.4567 4.0629 0.0 0.0 0.0 -0.096
Cl 8.9785 3.4579 2.5083 0.0 0.0 0.0 -0.095
C 2.3518 8.0981 -3.0337 -0.1 -0.1 0.0 0.399
Cl 2.9219 8.8989 -4.5043 0.0 0.0 0.0 -0.109
Cl 3.4400 6.7645 -2.6306 0.0 0.0 0.0 -0.097
Cl 2.3279 9.2595 -1.6981 -0.1 -0.2 0.1 -0.137
Cl 0.7248 7.4728 -3.2934 0.1 0.1 -0.2 -0.100
C -6.1938 -6.9307 -5.3695 0.0 0.0 0.0 0.278
Cl -4.4469 -7.1555 -5.5190 0.0 0.0 0.0 -0.073
Cl -6.9705 -7.2753 -6.9192 0.0 0.0 0.0 -0.103
Cl -6.8206 -8.0321 -4.1385 0.0 -0.1 -0.1 -0.034
Cl -6.5387 -5.2618 -4.9006 0.0 0.0 0.0 -0.081
C 3.5763 13.2381 -4.1409 0.0 0.0 0.1 0.317
Cl 3.2784 12.1142 -2.8120 0.1 0.2 -0.1 -0.015
Cl 5.2768 13.1512 -4.6166 0.0 0.0 0.0 -0.098
Cl 2.5575 12.8001 -5.5180 0.0 0.0 0.0 -0.097
Cl 3.1922 14.8857 -3.6250 0.0 0.0 0.0 -0.107
C -2.9656 2.0912 4.8795 0.0 -0.1 0.1 0.336
Cl -2.9473 0.3361 4.9911 0.0 0.1 0.0 -0.059
Cl -2.7915 2.7937 6.4915 0.0 0.0 -0.1 -0.112
Cl -1.6201 2.6353 3.8581 -0.9 0.7 0.8 -0.088
Cl -4.4932 2.6258 4.1606 0.0 0.0 0.0 -0.125
C 3.4190 -11.0368 -0.9645 0.1 0.1 0.0 0.303
Cl 3.1517 -12.6028 -1.7425 0.0 0.0 0.0 -0.102
Cl 2.1067 -9.9358 -1.4024 0.5 -0.3 0.1 -0.010
Cl 3.4483 -11.2493 0.7901 0.0 0.0 0.0 -0.101
Cl 4.9653 -10.3687 -1.5036 0.0 0.0 0.0 -0.103
```
Forces are in eV/Å.


Record 2
The following is a quantum chemistry calculation of an isolated molecule of C3H7O3PS in a non-equilibrium geometry, from OMol25.

Summary:
SMILES string: C=CCO[P@@](=O)(O)S
Relative energy (zero: lowest compared OMol25 entry of this formula, charge and spin), kcal per mole: 6.2

Structure (XYZ):
```
15
Properties=species:S:1:pos:R:3:forces:R:3:mulliken_charge:R:1
C 1.9520 -0.3360 0.4968 0.2 -0.1 -0.1 -0.795
C 1.4538 0.3825 -0.4927 0.7 -0.3 -0.3 -0.061
C 0.4430 -0.1783 -1.4514 0.5 0.0 -0.4 -0.351
O -0.7683 -0.5564 -0.7884 -0.6 0.1 0.6 -0.296
P -1.1943 0.3737 0.4396 -0.7 -0.6 -0.3 0.942
O -0.5291 1.6720 0.4976 -0.3 0.4 0.4 -0.593
O -2.7830 0.4434 0.2341 0.4 -0.6 -0.1 -0.503
S -0.9935 -0.8399 2.1325 0.2 0.5 0.1 -0.280
H 1.6516 -1.3585 0.6602 -0.1 -0.2 0.0 0.292
H 2.6537 0.0740 1.2018 0.1 0.1 0.1 0.278
H 1.7599 1.4035 -0.6524 0.0 0.1 0.1 0.296
H 0.1970 0.5510 -2.2278 0.0 -0.1 0.0 0.271
H 0.8118 -1.0974 -1.9208 -0.1 0.2 0.0 0.289
H -3.0762 1.3463 0.3299 -0.3 0.6 0.1 0.338
H -1.5783 -1.8798 1.5410 -0.2 -0.2 -0.2 0.174
```
Forces are in eV/Å.


Record 3
The following is a quantum chemistry calculation of a cluster of 3 separate species, C8H7N in total in a non-equilibrium geometry, from OMol25.

Summary:
Relative energy (zero: lowest compared OMol25 entry of this formula, charge and spin), kcal per mole: 202.1

Structure (XYZ):
```
16
Properties=species:S:1:pos:R:3:forces:R:3:mulliken_charge:R:1
C -1.8384 1.5741 0.0005 -2.8 1.6 1.0 -0.918
C -1.3412 0.1597 -0.1875 3.1 -0.1 1.4 0.572
C -2.0264 -1.1006 -0.0508 -1.9 -11.6 2.1 0.142
C 0.0205 -0.0844 0.0051 0.8 -1.0 1.4 0.827
C 0.7032 -1.4527 0.0733 -2.3 -2.0 -1.9 -0.707
C 2.0265 -1.4473 -0.0074 3.0 2.6 -1.4 -0.411
C 2.3464 0.1465 0.0696 -5.5 -5.2 1.5 -0.332
C 1.1868 0.7894 0.2850 0.2 2.8 -3.3 -0.666
H -1.2076 2.4659 -0.7198 -2.2 -2.9 2.5 0.267
H -3.3349 1.4955 -0.3078 4.8 0.7 1.0 0.287
H -1.7065 1.8471 1.5128 -0.5 -0.5 -4.8 0.242
H 0.0485 -2.3363 -0.1419 1.0 0.8 0.6 0.269
H 2.8977 -2.1579 -0.4542 -2.7 1.3 1.8 0.270
H 3.1515 0.6456 -0.1410 4.9 2.3 -0.9 0.567
H 1.2814 1.8571 -0.1298 -0.8 -1.2 1.5 0.145
N -2.2075 -2.4017 0.1940 1.1 12.4 -2.5 -0.554
```
Forces are in eV/Å.


| no. | calculated total energy (eV) | LUMO energy (eV) | frontier orbital gap (eV) |
| --- | --- | --- | --- |
| 1 | -505779.3298 | -0.0540 | 10.01 |
| 2 | -29492.6570 | 0.5502 | 10.16 |
| 3 | -9890.0428 | -1.3723 | 7.73 |